Record 1
This record from the OMol25 dataset describes C30H47BrCrN2O2P2Si3 as an isolated structure. The level of theory is the ωB97M-V functional and the def2-TZVPD basis.

CARTESIAN COORDINATES (ANGSTROEM)
Cr -0.050184 -0.130572 0.295110
C 2.559349 -0.172191 -3.094162
Si 2.664378 0.802041 -1.491406
C 1.794269 2.470471 -1.636130
C 4.500733 1.189074 -1.305288
C 2.017213 -0.150922 0.014019
Si 2.277875 -2.026095 -0.147693
C 4.051391 -2.489087 -0.547653
C 1.177599 -2.809871 -1.471505
C 1.879785 -2.925761 1.466762
Si 2.741024 0.491455 1.588482
C 2.653908 2.360457 1.762865
C 4.424174 -0.098584 2.151292
C 1.465388 -0.080881 2.875253
C 1.714195 -0.212576 4.238995
C 0.698147 -0.554731 5.108753
C -0.578948 -0.732465 4.593386
C -0.768611 -0.582818 3.238133
N 0.224074 -0.290747 2.380306
H 2.744407 0.492485 -3.940554
H 1.599646 -0.660685 -3.245680
H 3.334552 -0.935270 -3.126537
H 1.811047 2.839928 -2.662633
H 2.304567 3.213421 -1.024276
H 0.750154 2.422100 -1.320985
H 4.838769 1.719791 -2.197567
H 5.096828 0.280259 -1.226226
H 4.736783 1.822533 -0.451865
H 4.376450 -2.098321 -1.507776
H 4.130267 -3.576884 -0.594506
H 4.751372 -2.139433 0.208834
H 1.753870 -2.965381 -2.383978
H 0.311975 -2.208539 -1.752309
H 0.829886 -3.789454 -1.136307
H 2.542412 -2.625715 2.279183
H 2.022896 -3.997127 1.312923
H 0.857641 -2.779391 1.815544
H 3.413032 2.871213 1.174338
H 2.802675 2.642709 2.806904
H 1.681873 2.739425 1.442633
H 5.166995 0.101134 1.381561
H 4.441703 -1.167389 2.360673
H 4.743471 0.427247 3.052395
H 2.718587 -0.048404 4.603904
H 0.886170 -0.668236 6.167667
H -1.418363 -0.976839 5.227898
H -1.762591 -0.681126 2.822447
C -1.471934 2.418445 2.384289
P -1.790828 1.518421 0.822947
C -2.145078 2.945170 -0.250456
C -3.362314 0.641017 1.132164
C -4.462050 1.334586 1.623102
C -5.658110 0.676562 1.868858
C -5.758652 -0.684414 1.631144
C -4.663090 -1.386357 1.149903
C -3.461682 -0.736353 0.894606
P -2.017053 -1.664410 0.263514
C -1.899548 -3.122670 1.371067
C -2.549248 -2.561934 -1.231391
H -2.214932 3.206527 2.510792
H -0.485908 2.881560 2.333953
H -1.503427 1.763062 3.250212
H -3.005081 3.475544 0.160831
H -2.362231 2.655545 -1.271900
H -1.281554 3.611491 -0.230663
H -4.397497 2.397906 1.815542
H -6.509395 1.227505 2.243592
H -6.689044 -1.200833 1.818821
H -4.758908 -2.449889 0.970664
H -2.830812 -3.688834 1.332610
H -1.687234 -2.866274 2.403894
H -1.098100 -3.764335 1.004224
H -3.548228 -2.959535 -1.049651
H -1.863238 -3.393553 -1.391616
H -2.573724 -1.926130 -2.108372
Br -4.171207 1.899642 -6.521531
C -2.582532 1.710491 -5.525081
C -1.370175 2.122211 -6.069596
N -0.219581 2.017964 -5.418421
C -0.239492 1.488066 -4.200307
C -1.399460 1.047452 -3.576832
C -2.607847 1.171127 -4.256201
C -1.396880 0.491787 -2.190494
O -2.468486 0.332669 -1.597151
O -0.252434 0.245409 -1.658447
H -1.335087 2.552105 -7.062813
H 0.708843 1.417676 -3.686802
H -3.529582 0.845364 -3.794271

Forces on the atoms, in the same order (eV/Å):
Cr 0.229 0.176 -0.758
C -0.061 -0.012 0.073
Si 0.017 -0.017 0.016
C 0.020 0.021 0.095
C -0.126 -0.059 -0.005
C -0.188 -0.057 0.088
Si 0.152 -0.046 0.062
C -0.096 0.050 0.036
C -0.006 0.080 0.054
C 0.011 0.061 -0.048
Si -0.044 0.001 -0.029
C 0.012 -0.087 -0.027
C -0.088 0.019 -0.022
C 0.057 -0.018 0.010
C -0.018 0.005 -0.052
C -0.023 0.005 -0.012
C 0.005 -0.008 -0.008
C -0.030 -0.085 0.001
N 0.039 -0.010 0.232
H 0.015 0.036 -0.029
H -0.037 0.017 -0.033
H 0.094 -0.096 0.006
H 0.069 0.053 0.005
H 0.041 0.062 0.067
H 0.049 0.039 -0.032
H 0.002 0.032 -0.054
H 0.048 -0.076 0.017
H 0.012 0.059 0.097
H 0.037 0.056 -0.125
H -0.021 -0.061 0.003
H 0.037 0.028 0.063
H 0.009 0.001 -0.048
H -0.028 0.014 -0.003
H -0.003 -0.043 0.015
H 0.038 0.010 0.057
H 0.024 -0.045 -0.035
H -0.056 -0.012 0.017
H 0.066 0.042 -0.065
H 0.008 0.003 0.039
H -0.042 0.025 -0.023
H 0.091 0.021 -0.071
H 0.000 -0.063 0.008
H -0.010 0.041 0.047
H 0.038 0.013 0.020
H 0.007 -0.010 0.022
H -0.020 -0.008 0.010
H 0.007 -0.030 -0.005
C -0.051 0.014 -0.025
P -0.109 0.059 0.155
C 0.034 -0.033 -0.028
C 0.046 -0.014 -0.010
C -0.004 -0.027 -0.007
C 0.005 0.003 -0.001
C 0.019 0.004 -0.010
C -0.009 0.001 0.016
C 0.047 0.027 -0.028
P -0.126 -0.128 0.116
C -0.040 0.050 -0.035
C 0.055 0.090 -0.036
H 0.006 0.000 0.018
H 0.013 0.010 -0.009
H -0.008 0.019 -0.006
H 0.022 0.025 -0.006
H -0.020 -0.017 0.011
H 0.010 0.001 0.014
H 0.007 0.037 -0.002
H -0.016 0.013 0.010
H -0.033 -0.024 0.007
H 0.003 -0.022 -0.008
H 0.004 -0.006 0.011
H 0.014 0.027 0.055
H 0.014 0.003 -0.020
H -0.001 -0.029 -0.014
H 0.000 0.010 0.003
H -0.014 0.014 0.018
Br 0.008 0.003 0.001
C -0.008 0.007 0.009
C -0.060 0.000 -0.016
N 0.026 0.007 0.008
C 0.079 -0.055 0.081
C -0.062 -0.048 -0.032
C 0.043 -0.027 -0.010
C -0.146 0.123 -0.099
O -0.070 -0.047 -0.067
O 0.140 -0.162 0.354
H -0.016 0.004 -0.027
H -0.132 -0.050 -0.074
H -0.006 0.010 0.007

M: 745.8 u
LUMO energy (spin up / spin down): -3.96 / -3.08 eV
Relative energy (zero: lowest compared OMol25 entry of this formula, charge and spin): 1.57 kcal per mole
E_HOMO (spin up / spin down): -0.40796 / -0.41775 hartree
Total charge: +1
Kohn-Sham gap (spin up / spin down): 7.1 / 8.3 eV
<S²>: 3.83
2S+1: 4

---

Record 2
This record from the OMol25 dataset describes one molecule with the formula C3H5FO in a non-equilibrium geometry. The level of theory is the ωB97M-V functional and the def2-TZVPD basis.

CARTESIAN COORDINATES (ANGSTROEM)
C 0.907152 0.687446 0.110334
C 0.049050 -0.476698 -0.243536
F 0.450308 -1.671326 0.316333
C -1.331837 -0.280585 0.080374
O -1.894700 0.851571 0.240810
H 1.799575 0.489949 -0.503625
H 1.199527 0.691616 1.218079
H 0.462578 1.607509 -0.158484
H 0.209062 -0.665697 -1.389246
H -1.850713 -1.233784 0.328965

Forces on the atoms, in the same order (eV/Å):
C 2.380 -1.310 1.391
C 1.591 -0.200 -3.027
F 0.289 -0.215 0.566
C -4.384 3.557 1.784
O 2.136 -4.336 -0.924
H 0.151 0.712 0.583
H -0.535 -0.003 -1.551
H -0.560 0.856 -0.286
H -0.839 0.473 1.695
H -0.230 0.467 -0.231

M: 76.1 u
LUMO energy: 0.26 eV
Relative energy (zero: lowest compared OMol25 entry of this formula, charge and spin): 14.19 kcal per mole
E_HOMO: -0.38512 hartree
Kohn-Sham gap: 10.7 eV
SMILES: C[C@@H](F)C=O

---

Record 3
This record from the OMol25 dataset describes a 2-piece molecular cluster, C7H11FN4 overall in a non-equilibrium geometry. The level of theory is the ωB97M-V functional and the def2-TZVPD basis.

CARTESIAN COORDINATES (ANGSTROEM)
C -0.818083 -0.320195 1.504596
C -1.758232 0.238937 0.519995
C -1.101163 1.486496 -0.136993
C 0.041601 1.311299 -1.108719
C 1.323084 0.871816 -0.442813
C 1.231100 -0.468630 0.163088
C 0.447674 -1.765376 -1.478982
N -1.079032 -0.518141 2.780249
N 0.026559 -1.156250 3.274474
N 0.927038 -1.335490 2.417713
N 0.447091 -0.785272 1.238237
F 2.444811 -1.056139 0.436828
H -1.770148 -0.575566 -0.291854
H -2.719266 0.468377 0.893872
H -1.995131 1.935128 -0.812209
H -0.636822 2.113926 0.680921
H -0.347415 0.657174 -1.866734
H 0.215488 2.308735 -1.529324
H 2.169796 0.717760 -1.251580
H 1.604952 1.603981 0.226074
H 0.137881 -2.668656 -1.185616
H 1.432783 -1.869119 -2.009202
H -0.224566 -1.194792 -2.022019

Forces on the atoms, in the same order (eV/Å):
C 0.229 -0.448 1.362
C 2.825 -0.934 -2.607
C -2.000 1.255 -0.418
C -0.487 0.446 0.120
C 0.972 -2.049 -3.533
C 0.618 -4.438 -3.257
C 5.036 4.057 0.934
N 0.631 -0.484 -0.689
N -0.620 -0.063 0.645
N 0.120 0.662 -0.728
N -2.455 0.804 2.235
F -0.372 0.830 -0.657
H -0.634 1.094 0.936
H -0.805 -0.043 0.616
H 2.076 -0.209 2.008
H -1.447 0.060 -0.684
H 0.531 -0.209 -0.646
H 0.001 -0.275 -0.182
H -1.566 0.567 1.601
H 0.935 1.559 1.732
H -1.357 -3.205 1.713
H -0.990 0.236 0.430
H -1.241 0.785 -0.931

M: 170.2 u
LUMO energy: 0.20 eV
Relative energy (zero: lowest compared OMol25 entry of this formula, charge and spin): 58.39 kcal per mole
E_HOMO: -0.33717 hartree
Kohn-Sham gap: 9.4 eV

---

Look up the relative energy (zero: lowest compared OMol25 entry of this formula, charge and spin) of the second one.
14.19 kcal per mole

---

Please write out number 2 again, unchanged.
This record from the OMol25 dataset describes one molecule with the formula C3H5FO in a non-equilibrium geometry. The level of theory is the ωB97M-V functional and the def2-TZVPD basis.

CARTESIAN COORDINATES (ANGSTROEM)
C 0.907152 0.687446 0.110334
C 0.049050 -0.476698 -0.243536
F 0.450308 -1.671326 0.316333
C -1.331837 -0.280585 0.080374
O -1.894700 0.851571 0.240810
H 1.799575 0.489949 -0.503625
H 1.199527 0.691616 1.218079
H 0.462578 1.607509 -0.158484
H 0.209062 -0.665697 -1.389246
H -1.850713 -1.233784 0.328965

Forces on the atoms, in the same order (eV/Å):
C 2.380 -1.310 1.391
C 1.591 -0.200 -3.027
F 0.289 -0.215 0.566
C -4.384 3.557 1.784
O 2.136 -4.336 -0.924
H 0.151 0.712 0.583
H -0.535 -0.003 -1.551
H -0.560 0.856 -0.286
H -0.839 0.473 1.695
H -0.230 0.467 -0.231

M: 76.1 u
LUMO energy: 0.26 eV
Relative energy (zero: lowest compared OMol25 entry of this formula, charge and spin): 14.19 kcal per mole
E_HOMO: -0.38512 hartree
Kohn-Sham gap: 10.7 eV
SMILES: C[C@@H](F)C=O

---

What is the formula in the second record?
C3H5FO